1.
C47H50IrN4PS | ωB97M-V with the def2-TZVPD basis set

Element x y z (Å)
1 Ir -1.196 0.264 1.006
2 C 0.842 -2.462 2.186
3 N 0.488 -1.049 2.113
4 C 0.964 -0.298 3.040
5 C 0.609 1.070 3.141
6 C 0.946 2.036 4.075
7 C 0.202 3.183 3.746
8 C -0.568 2.858 2.638
9 N -0.307 1.589 2.254
10 C 2.103 -2.866 1.449
11 C 2.379 -4.224 1.296
12 C 3.536 -4.643 0.660
13 C 4.445 -3.708 0.171
14 C 4.182 -2.357 0.328
15 C 3.014 -1.941 0.962
16 H 0.000 -3.050 1.819
17 H 0.980 -2.743 3.236
18 H 1.634 -0.710 3.798
19 H 1.646 1.916 4.891
20 H 0.209 4.139 4.251
21 H -1.289 3.478 2.122
22 H 1.675 -4.962 1.674
23 H 3.736 -5.703 0.550
24 H 5.355 -4.040 -0.315
25 H 4.884 -1.615 -0.038
26 H 2.812 -0.884 1.076
27 S -3.718 -3.535 1.256
28 C -4.367 -2.632 -0.095
29 C -5.424 -2.980 -0.914
30 C -5.774 -2.121 -1.951
31 C -5.095 -0.905 -2.153
32 C -4.046 -0.541 -1.350
33 C -3.645 -1.415 -0.313
34 N -2.647 -1.205 0.543
35 C -2.729 -2.125 1.644
36 C -2.688 -1.468 2.856
37 C -3.179 -1.986 4.085
38 C -3.373 -1.128 5.133
39 C -3.107 0.242 4.979
40 C -2.557 0.749 3.799
41 C -2.263 -0.089 2.745
42 H -5.962 -3.906 -0.752
43 H -6.598 -2.384 -2.602
44 H -5.416 -0.242 -2.948
45 H -3.537 0.409 -1.472
46 H -3.430 -3.039 4.164
47 H -3.759 -1.500 6.076
48 H -3.301 0.920 5.801
49 H -2.318 1.801 3.758
50 C -0.513 -0.581 -4.493
51 C -1.316 -0.157 -3.264
52 C -1.512 1.352 -3.237
53 P -0.652 -0.823 -1.631
54 C -0.613 -2.639 -2.038
55 C -0.165 -3.443 -0.822
56 C -1.902 -3.208 -2.633
57 C 1.096 -0.346 -1.744
58 C 2.071 -1.101 -2.358
59 C 3.309 -0.565 -2.729
60 C 4.335 -1.433 -3.395
61 C 3.517 0.806 -2.533
62 C 2.590 1.575 -1.876
63 C 1.399 0.995 -1.342
64 N 0.551 1.643 -0.511
65 C 0.910 2.945 -0.079
66 C -0.009 4.006 -0.241
67 C -1.414 3.788 -0.734
68 C 0.374 5.296 0.083
69 C 1.618 5.588 0.630
70 C 1.998 7.006 0.975
71 C 2.463 4.523 0.888
72 C 2.139 3.212 0.556
73 C 3.097 2.130 0.997
74 H -0.971 -0.135 -5.381
75 H -0.501 -1.662 -4.644
76 H 0.515 -0.223 -4.442
77 H -2.303 -0.616 -3.321
78 H -0.563 1.880 -3.122
79 H -2.172 1.644 -2.423
80 H -1.967 1.682 -4.175
81 H 0.150 -2.726 -2.809
82 H -0.901 -3.367 -0.014
83 H 0.798 -3.097 -0.451
84 H -0.065 -4.501 -1.084
85 H -2.717 -3.222 -1.913
86 H -1.713 -4.244 -2.927
87 H -2.237 -2.674 -3.524
88 H 1.891 -2.145 -2.592
89 H 4.514 -2.337 -2.807
90 H 5.281 -0.909 -3.526
91 H 3.989 -1.753 -4.381
92 H 4.429 1.264 -2.901
93 H 2.769 2.631 -1.733
94 H -1.782 2.798 -0.462
95 H -1.474 3.885 -1.817
96 H -2.081 4.537 -0.301
97 H -0.336 6.105 -0.074
98 H 2.070 7.619 0.073
99 H 2.958 7.048 1.490
100 H 1.243 7.465 1.617
101 H 3.412 4.707 1.388
102 H 4.028 2.157 0.422
103 H 2.668 1.136 0.901
104 H 3.352 2.284 2.045

Cartesian forces (eV/Å) of the 3 atoms listed first:
-0.345 0.220 0.462
0.003 -0.066 0.057
-0.127 0.077 -0.109

Results
**LUMO level (spin up / spin down)**: -1.82 / -5.19 eV
**HOMO level (spin up / spin down)**: -8.95 / -10.20 eV
**Net charge**: +1
**Spin multiplicity**: 6



2.
CH4N4 | ωB97M-V with the def2-TZVPD basis set

Element x y z (Å)
1 C 0.898 -0.097 -1.056
2 N -0.117 -0.364 -0.247
3 N -2.272 -0.842 1.052
4 N -1.273 -0.142 0.348
5 N 2.100 0.224 -0.611
6 H -3.014 -0.158 1.167
7 H -1.531 0.849 0.249
8 H 2.861 0.196 -1.268
9 H 2.348 0.334 0.367

Cartesian forces (eV/Å) of the 3 atoms listed first:
-2.631 -0.315 0.424
-1.510 -1.037 2.030
3.418 -0.524 -1.752

Results
**LUMO level (spin up / spin down)**: 0.41 / 0.20 eV
**HOMO level (spin up / spin down)**: -7.41 / -7.71 eV
**Energy above the lowest of the compared OMol25 structures with the same formula, charge and spin**: 148.84 kcal/mol



3.
C45H34AgF3O8PSSb | ωB97M-V with the def2-TZVPD basis set

Element x y z (Å)
1 Ag 0.986 -0.948 -0.731
2 O 4.772 -1.789 1.217
3 C 3.625 -1.727 0.762
4 O 3.259 -0.993 -0.196
5 C 2.538 -2.657 1.378
6 O 2.769 -3.828 1.642
7 O 1.349 -2.131 1.572
8 F -5.964 4.987 -0.711
9 C -4.910 4.138 -0.920
10 C -4.653 3.692 -2.201
11 C -3.591 2.827 -2.392
12 C -2.782 2.406 -1.343
13 C -3.074 2.883 -0.073
14 C -4.134 3.750 0.152
15 Sb -1.174 0.877 -1.803
16 C -2.892 -0.271 -2.460
17 C -3.904 -0.390 -1.514
18 C -5.038 -1.139 -1.764
19 C -5.144 -1.769 -2.989
20 F -6.270 -2.499 -3.253
21 C -4.152 -1.685 -3.946
22 C -3.020 -0.933 -3.668
23 C -0.627 2.297 -3.388
24 C -0.353 1.975 -4.709
25 C 0.192 2.913 -5.573
26 C 0.460 4.179 -5.095
27 F 1.022 5.101 -5.931
28 C 0.174 4.544 -3.795
29 C -0.367 3.592 -2.950
30 H -5.284 4.018 -3.015
31 H -3.380 2.459 -3.389
32 H -2.467 2.571 0.768
33 H -4.372 4.119 1.140
34 H -3.805 0.112 -0.559
35 H -5.823 -1.249 -1.028
36 H -4.259 -2.217 -4.881
37 H -2.216 -0.897 -4.385
38 H -0.531 0.967 -5.052
39 H 0.436 2.667 -6.596
40 H 0.402 5.541 -3.452
41 H -0.592 3.857 -1.926
42 O 1.341 0.417 1.247
43 P 1.043 -0.361 2.475
44 C 2.319 -0.996 3.629
45 C 3.530 -0.330 3.725
46 C 4.494 -0.771 4.617
47 C 4.246 -1.865 5.429
48 C 3.035 -2.529 5.328
49 C 2.078 -2.107 4.425
50 C 0.571 1.100 3.597
51 C -0.059 2.152 2.943
52 C -0.441 3.296 3.616
53 C -0.207 3.400 4.977
54 C 0.417 2.360 5.642
55 C 0.805 1.219 4.960
56 C -0.639 -1.080 2.671
57 C -1.278 -1.212 3.897
58 C -2.573 -1.700 3.952
59 C -3.248 -2.045 2.792
60 C -2.620 -1.901 1.565
61 C -1.328 -1.413 1.516
62 H 3.705 0.521 3.084
63 H 5.454 -0.274 4.675
64 H 4.999 -2.208 6.129
65 H 2.835 -3.394 5.947
66 H 1.151 -2.652 4.311
67 H -0.219 2.055 1.877
68 H -0.903 4.113 3.080
69 H -0.503 4.291 5.516
70 H 0.622 2.450 6.701
71 H 1.296 0.414 5.495
72 H -0.766 -0.944 4.810
73 H -3.069 -1.805 4.909
74 H -4.254 -2.438 2.853
75 H -3.118 -2.174 0.644
76 H -0.809 -1.335 0.562
77 C 5.944 -2.442 -2.040
78 C 4.501 -2.502 -2.422
79 C 3.633 -3.379 -1.778
80 C 2.264 -3.305 -1.978
81 C 1.756 -2.325 -2.820
82 C 2.616 -1.497 -3.521
83 C 3.982 -1.592 -3.332
84 S 0.010 -1.997 -3.034
85 O -0.697 -2.224 -1.777
86 O -0.457 -2.823 -4.128
87 O -0.011 -0.557 -3.389
88 H 6.418 -3.421 -2.078
89 H 5.989 -2.082 -1.009
90 H 6.481 -1.751 -2.688
91 H 4.035 -4.068 -1.051
92 H 1.591 -3.969 -1.453
93 H 2.192 -0.756 -4.181
94 H 4.636 -0.914 -3.863

Cartesian forces (eV/Å) of the 3 atoms listed first:
1.059 0.777 1.127
0.231 -0.282 0.295
0.288 0.275 -0.349

Results
**LUMO level**: 4.15 eV
**HOMO level**: -2.97 eV
**Net charge**: -2
**Energy above the lowest of the compared OMol25 structures with the same formula, charge and spin**: 27.04 kcal/mol



| no. | F_max (eV Å⁻¹) |
| --- | --- |
| 1 | 0.72 |
| 2 | 3.88 |
| 3 | 1.83 |